# 1
{"formula": "C13H16N3O5PdS", "method": "wB97M-V/def2-TZVPD", "symbols": ["Pd", "O", "C", "C", "C", "C", "C", "C", "C", "O", "N", "O", "O", "H", "H", "H", "H", "C", "N", "C", "C", "O", "N", "C", "C", "H", "H", "H", "H", "H", "H", "H", "H", "H", "H", "H", "H", "S", "C"], "positions_angstrom": [[-1.22, 1.64, -0.18], [-2.43, 0.32, 0.83], [-2.34, 0.01, 1.99], [-1.37, 0.26, 2.82], [-1.59, -0.26, 4.18], [-0.48, -0.12, 5.05], [0.69, 0.78, 5.00], [0.89, 1.27, 3.72], [-0.18, 1.01, 2.64], [-0.12, 1.80, 1.66], [-0.56, -1.07, 6.28], [-0.47, -0.67, 7.45], [-0.85, -2.23, 6.04], [-3.29, -0.23, 2.30], [-2.47, -0.71, 4.62], [1.27, 0.67, 5.92], [1.68, 1.76, 3.29], [2.74, -1.11, -1.70], [1.80, -0.63, -2.72], [2.05, -1.21, -4.07], [0.46, -0.66, -2.25], [0.22, -1.10, -1.11], [-0.52, -0.13, -3.03], [-0.26, 0.78, -4.23], [-1.97, -0.39, -2.68], [3.76, -1.04, -2.12], [2.66, -2.20, -1.55], [2.64, -0.67, -0.74], [1.31, -1.12, -4.82], [2.23, -2.29, -4.02], [3.00, -0.79, -4.43], [-0.83, 0.35, -5.05], [0.82, 0.90, -4.46], [-0.70, 1.73, -3.91], [-2.50, 0.44, -2.28], [-1.81, -1.12, -1.92], [-2.58, -0.75, -3.49], [0.48, 3.97, -1.95], [-0.13, 2.83, -1.09]], "multiplicity": 4, "lumo_ev": [-0.77, -2.58], "gap_ev": [4.85, 6.62], "s2": 3.774}



# 2
{"formula": "CHClFN", "method": "wB97M-V/def2-TZVPD", "symbols": ["C", "N", "F", "Cl", "H"], "positions_angstrom": [[0.57, -0.08, 0.11], [-1.11, 0.10, -0.94], [-2.08, -0.08, 0.05], [2.11, 0.15, -0.44], [0.51, -0.09, 1.22]], "lumo_ev": [-0.69, -0.35], "gap_ev": [8.32, 10.65]}



# 3
{"formula": "C5H29N2O7", "method": "wB97M-V/def2-TZVPD", "symbols": ["N", "C", "C", "N", "C", "C", "C", "H", "H", "H", "H", "H", "H", "H", "H", "H", "H", "H", "H", "H", "H", "H", "H", "H", "O", "H", "H", "O", "H", "H", "O", "H", "H", "O", "H", "H", "O", "H", "H", "O", "H", "H", "O"], "positions_angstrom": [[-2.54, 0.54, 0.28], [-1.82, -0.30, -0.71], [-0.76, 0.43, -1.53], [0.33, 0.92, -0.70], [1.29, -0.13, -0.33], [2.52, 0.49, 0.36], [3.51, 1.11, -0.61], [-1.93, 1.31, 0.73], [-3.30, 1.10, -0.12], [-2.98, -0.03, 1.04], [-1.37, -1.14, -0.19], [-2.55, -0.76, -1.38], [-0.39, -0.25, -2.31], [-1.22, 1.28, -2.06], [0.81, 1.71, -1.13], [1.63, -0.69, -1.21], [0.81, -0.80, 0.38], [3.03, -0.29, 0.93], [2.18, 1.19, 1.13], [3.84, 0.41, -1.38], [4.38, 1.50, -0.09], [3.10, 1.97, -1.15], [1.18, 5.24, -2.31], [1.16, 3.91, -3.05], [0.70, 4.40, -2.37], [-2.56, -1.92, 2.27], [-3.53, -1.06, 3.13], [-3.35, -1.31, 2.20], [-1.13, -3.68, 3.08], [-0.84, -3.50, 1.58], [-1.12, -3.00, 2.39], [-1.15, 3.07, 1.25], [-0.25, 1.88, 1.51], [-1.09, 2.23, 1.76], [-1.42, 5.31, 0.30], [-0.66, 4.49, -0.75], [-1.26, 4.38, 0.03], [2.46, -5.75, -0.96], [2.80, -5.27, 0.41], [2.23, -5.07, -0.32], [-0.92, -5.07, -0.14], [0.57, -4.59, -0.05], [-0.37, -4.30, 0.09]], "lumo_ev": -2.07, "gap_ev": 10.07, "total_charge": 1}



# 4
{"formula": "C6H17NO2", "method": "wB97M-V/def2-TZVPD", "symbols": ["C", "C", "O", "C", "C", "N", "C", "C", "H", "H", "H", "H", "H", "H", "H", "H", "H", "H", "H", "H", "H", "H", "H", "O", "H", "H"], "positions_angstrom": [[-0.50, 2.01, 1.77], [0.16, 0.63, 1.81], [0.18, 0.14, 3.19], [-0.64, -0.65, 1.19], [-1.06, -0.29, -0.24], [0.09, -0.46, -1.14], [-0.18, -1.57, -2.16], [0.29, 0.90, -1.87], [0.07, 2.85, 1.33], [-1.32, 2.06, 1.07], [-0.72, 2.28, 2.83], [1.19, 0.83, 1.32], [0.73, 0.67, 3.75], [-0.06, -1.53, 1.18], [-1.58, -0.84, 1.64], [-1.87, -0.85, -0.60], [-1.58, 0.75, -0.34], [-0.76, -1.24, -2.95], [-0.93, -2.36, -1.65], [0.81, -2.20, -2.28], [-0.73, 1.18, -2.49], [1.08, 0.83, -2.67], [0.25, 1.71, -1.06], [2.69, -1.81, -0.51], [2.31, -1.66, -1.32], [2.08, -1.38, 0.20]], "lumo_ev": 0.82, "gap_ev": 9.85, "smiles": "C[C@@H](O)CCN(C)C.O"}



# 5
{"formula": "C6H12NO", "method": "wB97M-V/def2-TZVPD", "symbols": ["O", "C", "C", "C", "C", "C", "C", "N", "H", "H", "H", "H", "H", "H", "H", "H", "H", "H", "H", "H"], "positions_angstrom": [[-2.60, -0.40, 0.77], [-2.03, 0.70, 0.51], [-0.77, 0.84, -0.21], [0.03, -0.31, -0.84], [1.49, -0.21, -0.58], [2.33, 0.44, -1.51], [3.86, 0.37, -1.73], [-3.86, -1.09, 3.34], [-2.38, 1.62, 0.95], [-0.44, 1.91, -0.26], [-0.17, -0.30, -1.94], [-0.39, -1.32, -0.50], [1.86, -0.21, 0.40], [1.75, 0.85, -2.41], [4.03, 1.22, -2.40], [4.20, -0.63, -2.16], [4.52, 0.41, -0.83], [-3.43, -0.60, 2.48], [-3.19, -1.77, 3.75], [-4.80, -1.52, 3.16]], "lumo_ev": -8.60, "gap_ev": 3.71, "total_charge": 1}



Calculated ΔE to the lowest compared entry with this formula, charge and spin (kcal/mol), listed in the same order as above: 37.3, 152.0, 12.0, 77.9, 130.0